Record 1
Here is an isolated molecule of C19H18BrN5O at a distorted geometry from the Open Molecules 2025 dataset. Energies are from ωB97M-V with the def2-TZVPD basis set.

## Properties
E in eV: -99534.397
Net charge: 0
HOMO level in eV: -8.059
Max |F| in eV Å⁻¹: 4.87
Lowest unoccupied orbital energy in eV: 0.5
SMILES: Cn1cc(C(N)=O)c2c1-c1nc(NCc3ccc(Br)cc3)ncc1CC2

Cartesian coordinates (Å):
N1 0.990 -0.027 2.857
C1 2.162 -0.094 3.580
C2 -1.343 2.493 -4.658
C3 -1.826 1.561 -3.812
C4 2.599 -2.468 0.605
C5 0.000 -0.957 0.760
H1 3.156 -3.272 1.140
H2 1.416 -3.869 -0.618
N2 -1.823 -1.470 -1.097
C6 3.010 -0.934 2.919
H3 5.858 -1.643 4.557
H4 -1.035 -0.488 3.476
C7 4.396 -1.294 3.288
H5 -3.194 5.038 -3.502
C8 -3.379 0.713 -1.938
C9 -0.365 0.443 3.396
H6 -0.531 2.213 -5.426
C10 -2.789 3.981 -3.658
H7 -2.081 1.527 -0.299
C11 -1.802 -0.365 -0.365
C12 -0.824 -2.326 -0.957
C13 1.127 -0.726 1.644
H8 -4.250 3.374 -2.167
C14 0.239 -2.071 -0.114
C15 -3.393 3.056 -2.818
C16 1.288 -3.098 0.164
H9 3.175 -2.128 -0.301
C17 2.341 -1.412 1.632
H10 -3.250 -0.180 -2.552
H11 -0.900 -3.249 -1.640
H12 -1.555 0.467 -3.894
O1 5.185 -1.556 2.411
H13 -0.352 0.866 4.463
H14 0.997 -3.719 1.088
N3 -2.622 0.667 -0.610
C18 -2.836 1.822 -2.903
Br1 -1.350 5.218 -5.872
N4 -0.911 -0.051 0.587
H15 -4.453 0.963 -1.809
H16 2.337 0.352 4.546
C19 -1.749 3.772 -4.556
N5 4.949 -1.189 4.481
H17 4.278 -1.108 5.281
H18 -0.888 1.168 2.693

Record 2
Here is an isolated molecule of C19H18Cl2N2O3S from the Open Molecules 2025 dataset. Energies are from ωB97M-V with the def2-TZVPD basis set.

## Properties
E in eV: -64998.143
Net charge: 0
HOMO level in eV: -8.231
Max |F| in eV Å⁻¹: 0.71
Lowest unoccupied orbital energy in eV: 0.2
SMILES: O=C(COc1ccc(C(=S)N2CCOCC2)cc1Cl)Nc1ccccc1Cl

Cartesian coordinates (Å):
H1 0.883 -4.517 -3.920
C1 -2.014 -0.610 -1.622
C2 0.169 2.831 5.755
C3 0.637 2.079 4.681
N1 -0.200 1.406 3.800
N2 0.263 -1.219 -4.291
C4 2.020 2.001 4.481
Cl1 -3.711 -0.847 0.428
C5 -0.079 -2.542 -6.305
H2 -0.895 2.899 5.913
C6 -1.037 -0.222 0.551
H3 -2.774 -0.231 3.020
H4 -2.885 -0.812 -2.226
H5 0.673 4.056 7.423
H6 0.696 -2.371 -2.592
H7 1.518 -1.136 -5.935
H8 1.054 0.169 0.539
C7 2.906 2.646 5.321
C8 0.357 -3.645 -4.309
S1 -1.708 0.515 -4.548
H9 1.302 -0.029 -1.902
O1 0.558 -3.645 -5.699
O2 -1.022 -0.125 1.910
H10 0.277 0.860 3.086
H11 1.978 -2.296 -3.833
C9 -2.145 -0.523 -0.246
C10 -0.686 -0.472 -3.705
Cl2 2.643 1.076 3.146
H12 -1.167 -2.598 -6.147
C11 0.447 -1.224 -5.727
H13 -0.717 -3.734 -4.080
H14 -2.654 1.175 1.943
H15 3.111 3.893 7.043
C12 -0.778 -0.453 -2.236
C13 0.898 -2.358 -3.662
H16 -0.087 -0.377 -6.157
C14 1.055 3.478 6.596
C15 -2.084 0.509 2.599
C16 -1.551 1.363 3.759
C17 0.337 -0.182 -1.443
O3 -2.311 1.921 4.516
H17 0.136 -2.609 -7.372
H18 3.967 2.568 5.142
C18 0.199 -0.058 -0.079
C19 2.421 3.388 6.385

Record 3
Here is the ion C19H18Cl2NS with charge +1 at a distorted geometry from the Open Molecules 2025 dataset. Energies are from ωB97M-V with the def2-TZVPD basis set.

## Properties
E in eV: -57355.965
Net charge: +1
HOMO level in eV: -10.942
Energy relative to the best compared isomer or geometry (same formula, charge and spin) in kJ/mol: 0.00
Max |F| in eV Å⁻¹: 4.01
Lowest unoccupied orbital energy in eV: -4.1

Cartesian coordinates (Å):
H1 3.396 0.159 0.795
Cl1 -4.049 -1.220 5.389
H2 0.923 -0.702 1.256
H3 -4.405 -1.249 2.581
H4 -1.358 -1.310 -0.507
C1 1.144 -1.195 -3.779
C2 -0.472 -1.780 -5.460
C3 0.441 -0.717 -1.444
C4 -2.923 -0.943 4.106
Cl2 -0.794 -2.139 -7.092
C5 -1.502 -1.713 -4.515
C6 -2.429 -0.784 1.740
C7 -3.361 -0.986 2.777
H5 0.352 -0.365 3.576
H6 1.659 4.442 0.869
C8 -0.517 2.176 0.689
C9 -1.084 -0.522 2.014
H7 3.334 1.408 2.117
H8 -2.503 -1.914 -4.864
C10 -1.205 -1.377 -3.204
H9 2.231 3.478 2.230
H10 3.308 4.013 0.972
H11 -2.834 -0.846 0.731
N1 -1.409 2.918 0.531
H12 1.662 -1.594 -5.801
H13 1.457 -0.362 -1.258
C11 2.311 3.617 1.145
C12 3.469 1.220 1.048
H14 2.157 -1.016 -3.435
H15 -1.268 -0.656 5.404
C13 0.118 -1.102 -2.807
C14 -1.585 -0.645 4.380
H16 0.891 1.215 1.897
C15 -0.692 -0.494 3.335
C16 -0.415 -0.788 -0.408
H17 -2.036 -1.338 -2.494
H18 4.418 1.632 0.696
C17 0.006 -0.232 0.921
C18 0.568 1.185 0.846
S1 2.144 2.055 0.113
C19 0.852 -1.531 -5.092

Record 4
Here is an isolated molecule of C19H18ClN5O2S from the Open Molecules 2025 dataset. Energies are from ωB97M-V with the def2-TZVPD basis set.

## Properties
E in eV: -54900.008
Net charge: 0
HOMO level in eV: -8.168
Max |F| in eV Å⁻¹: 0.70
Lowest unoccupied orbital energy in eV: 0.5
SMILES: COc1ccc(N/C(N)=N\c2nc(CSc3ccc(Cl)cc3)cc(=O)[nH]2)cc1

Cartesian coordinates (Å):
C1 1.800 -2.482 0.680
C2 0.131 -0.268 -2.138
H1 0.022 -1.446 1.258
H2 1.276 -3.302 0.216
C3 4.254 1.864 -1.094
Cl1 4.063 -3.726 -0.092
H3 -2.691 -0.176 -2.872
C4 2.066 0.868 -1.493
H4 3.682 0.719 -2.724
C5 1.784 -0.384 1.846
C6 3.876 -1.419 1.291
C7 2.397 2.035 0.457
C8 -1.979 0.045 -0.853
H5 -6.261 0.597 1.883
C9 3.186 -2.453 0.679
H6 -1.636 0.368 1.236
N1 -0.390 -1.141 -3.034
C10 3.691 2.317 0.152
C11 1.100 -1.443 1.263
H7 0.283 -1.569 -3.647
H8 -7.515 -0.572 1.405
H9 -3.960 0.071 1.887
H10 1.035 3.181 1.655
H11 -0.054 0.788 -0.491
H12 -5.033 -0.511 -2.207
C12 1.789 2.402 1.773
N2 3.350 1.118 -1.854
C13 -2.954 -0.177 -1.826
C14 -2.374 0.149 0.478
O1 5.387 2.045 -1.492
H13 4.334 2.864 0.822
C15 -3.697 -0.015 0.845
N3 1.575 1.352 -0.370
N4 -0.625 0.229 -1.147
H14 2.543 2.734 2.485
H15 3.708 0.409 2.374
C16 -4.273 -0.341 -1.461
N5 1.389 0.064 -2.326
C17 3.171 -0.390 1.888
O2 -5.987 -0.467 0.122
H16 4.954 -1.414 1.300
H17 -1.196 -1.683 -2.768
H18 -5.974 -1.156 2.081
S1 0.855 0.986 2.484
C18 -4.662 -0.278 -0.123
C19 -6.442 -0.392 1.451

Record 5
Here is a structure of composition C19H18DyFN5SSe at a distorted geometry from the Open Molecules 2025 dataset. Energies are from ωB97M-V with the def2-TZVPD basis set.

## Properties
E in eV: -130420.988
Net charge: +1
HOMO level (alpha / beta) in eV: -10.957 / -11.086
Max |F| in eV Å⁻¹: 4.14
Lowest unoccupied orbital energy (alpha / beta) in eV: -4.1 / -4.0
Spin multiplicity: 6

Cartesian coordinates (Å):
C1 -0.271 0.964 3.330
H1 1.280 3.303 1.522
F1 -3.892 -3.807 3.785
C2 -1.514 -2.196 0.758
H2 -0.096 4.705 2.781
C3 -0.260 3.638 2.880
H3 -0.880 -4.273 0.564
N1 0.515 1.104 -1.963
Dy1 -0.389 -0.354 0.005
C4 -3.065 -1.893 2.689
C5 -1.505 -3.583 1.074
C6 -0.546 2.985 -0.984
N2 -0.281 4.309 -0.651
C7 1.505 -0.770 -2.858
H4 1.307 3.049 -2.022
H5 2.545 -3.151 -4.999
S1 -1.789 2.117 -0.410
H6 2.601 2.145 -3.520
H7 -2.275 -5.115 2.364
N3 0.668 -1.467 -2.054
N4 0.507 2.451 -1.692
C8 -3.138 -3.245 2.859
Se1 1.848 0.341 1.432
C9 -2.298 -1.389 1.622
C10 0.589 -2.785 -2.225
H8 1.064 -4.522 -3.361
C11 2.032 -2.736 -4.061
H9 3.647 0.787 -3.134
C12 0.552 2.811 2.129
H10 3.164 1.851 -1.891
H11 3.008 -0.816 -4.362
H12 -2.471 -0.327 1.311
H13 0.656 4.693 -0.852
C13 1.554 0.656 -2.559
H14 -1.696 1.555 4.876
N5 -1.084 3.150 3.872
H15 -0.043 -3.293 -1.545
C14 2.798 1.370 -2.814
H16 -0.836 4.735 0.067
C15 1.186 -3.467 -3.254
H17 -3.693 -1.217 3.215
C16 2.244 -1.363 -3.847
H18 -0.425 -0.129 3.452
C17 0.581 1.413 2.344
C18 -1.049 1.855 4.068
C19 -2.356 -4.090 2.056

Record 6
Here is a structure of composition C19H18IN3O2PtS2 from the Open Molecules 2025 dataset. Energies are from ωB97M-V with the def2-TZVPD basis set.

## Properties
E in eV: -61530.682
Net charge: +4
HOMO level (alpha / beta) in eV: -20.752 / -21.542
Energy relative to the best compared isomer or geometry (same formula, charge and spin) in kJ/mol: 0.00
Max |F| in eV Å⁻¹: 0.64
Lowest unoccupied orbital energy (alpha / beta) in eV: -13.7 / -15.5
Spin multiplicity: 5

Cartesian coordinates (Å):
H1 0.572 4.185 1.539
C1 -3.221 -0.982 3.684
H2 0.470 2.911 0.297
H3 -0.699 4.253 0.341
C2 5.103 0.509 -0.551
O1 -1.622 -1.819 -1.392
H4 -0.588 0.385 -2.841
H5 4.662 -0.215 1.419
H6 -2.273 -2.331 -0.900
I1 1.572 -0.688 1.653
S1 -3.202 -2.631 3.429
H7 -0.745 -3.408 -2.474
H8 -0.877 -1.858 -3.325
C3 -2.094 1.044 2.728
H9 -2.470 -4.117 0.814
O2 -2.597 0.769 -1.899
H10 -1.211 -4.332 1.997
C4 -0.990 2.772 1.833
S2 -1.911 3.544 3.122
C5 4.572 0.848 -1.803
N1 -1.830 -1.164 1.818
C6 4.257 0.083 0.459
C7 -1.373 -2.536 -2.640
C8 2.894 0.052 0.199
C9 -0.107 3.562 0.951
H11 0.931 0.999 -4.599
H12 -0.891 -3.327 0.561
C10 -2.577 2.067 3.553
C11 1.318 0.852 -3.598
H13 -3.785 -0.539 4.497
C12 2.292 0.412 -1.010
C13 3.191 0.781 -2.057
C14 0.449 0.509 -2.575
C15 0.893 0.338 -1.261
H14 5.242 1.158 -2.599
Pt1 -0.491 -0.130 0.226
C16 -1.636 -3.600 1.304
H15 6.170 0.560 -0.377
H16 -3.289 1.981 4.364
H17 3.358 1.300 -4.143
C17 -2.123 -2.418 2.049
C18 -2.413 -0.320 2.755
C19 2.685 1.019 -3.340
H18 -2.314 -2.850 -3.083
N2 -1.193 1.483 1.778
N3 -2.112 0.889 -0.899